No. 1
Computed, not measured: C5H12O2 as an isolated structure, with the ωB97M-V functional and the def2-TZVPD basis.

Geometry as XYZ:
```
19
Properties=species:S:1:pos:R:3:mulliken_charge:R:1
C -0.723 -1.757 1.681 -1.11
C 0.219 -0.585 1.412 -0.37
C 0.470 -0.306 -0.068 0.17
O -0.946 -0.067 -0.687 -0.48
C 1.222 0.851 -0.505 -0.87
C -0.550 0.859 -2.189 -0.60
O 1.083 1.944 0.409 -0.50
H -1.733 -1.551 1.311 0.27
H -0.370 -2.665 1.176 0.29
H -0.789 -1.977 2.752 0.38
H -0.140 0.334 1.892 0.30
H 1.201 -0.787 1.858 0.32
H 0.799 -1.210 -0.590 0.26
H -1.302 0.653 -0.133 0.47
H 2.270 0.653 -0.764 0.25
H -1.614 0.787 -2.438 0.34
H -0.201 1.884 -2.209 0.28
H 0.055 0.190 -2.789 0.30
H 1.050 2.748 -0.120 0.30
```

Values from the calculation:
E_tot: -9469.3287 eV
Kohn-Sham gap (alpha / beta): 7.177 / 7.177 eV
Energy relative to the best compared isomer or geometry (same formula, charge and spin): 560.3 kJ/mol
HOMO (alpha / beta): -6.381 / -6.380 eV

***

No. 2
Computed, not measured: a 5-piece molecular cluster, C8H20O4 overall at a distorted geometry, with the ωB97M-V functional and the def2-TZVPD basis.

Geometry as XYZ:
```
32
Properties=species:S:1:pos:R:3:mulliken_charge:R:1
C -2.687 -0.179 -1.682 -1.30
C -1.485 -0.791 -0.847 0.32
C -0.307 -0.551 -1.755 0.31
C 0.196 -1.387 -2.669 -0.95
C 0.558 1.682 -2.399 -0.97
C 0.501 0.686 -1.507 0.26
C 1.546 0.782 -0.424 -0.20
C 2.743 0.209 -0.336 -1.03
H -2.764 -0.553 -2.668 0.32
H -3.591 -0.456 -1.116 0.34
H -2.399 0.876 -1.661 0.37
H -1.146 -0.228 0.034 -0.43
H -1.701 -1.770 -0.444 0.56
H -0.222 -2.387 -2.830 0.32
H 1.172 -1.298 -3.144 0.33
H 1.212 2.540 -2.214 0.31
H 0.023 1.721 -3.321 0.35
H 1.326 1.460 0.380 0.43
H 3.196 -0.389 -1.118 0.28
H 3.377 0.151 0.514 0.43
H 0.959 2.232 3.744 0.29
H 2.261 1.625 3.312 0.28
O 1.417 1.927 2.951 -0.57
H -2.630 -1.514 2.605 0.25
H -1.250 -0.993 1.831 0.28
O -1.942 -1.646 1.958 -0.64
H -0.216 0.657 2.520 0.40
H -1.142 1.953 2.468 0.24
O -0.767 1.223 1.977 -0.61
H 0.539 -2.222 1.893 0.32
H 2.018 -1.750 1.725 0.31
O 1.203 -1.610 2.223 -0.60
```

Values from the calculation:
E_tot: -16807.0759 eV
Kohn-Sham gap: 9.030 eV
Energy relative to the best compared isomer or geometry (same formula, charge and spin): 235.9 kJ/mol
HOMO: -8.761 eV
SMILES: C=CC(=C)C(=C)CC.O.O.O.O

***

No. 3
Computed, not measured: a 2-piece molecular cluster, CH4FN2O overall at a distorted geometry, with the ωB97M-V functional and the def2-TZVPD basis.

Geometry as XYZ:
```
9
Properties=species:S:1:pos:R:3:mulliken_charge:R:1
C 1.192 0.240 0.116 -0.43
N 0.254 -0.722 -0.003 -0.13
N -1.734 -0.161 -0.232 0.55
O -2.616 -0.771 0.090 -0.15
F -1.651 1.221 -0.008 -0.15
H 1.903 0.086 -0.684 0.35
H 0.688 1.211 0.350 0.28
H 1.636 0.265 1.160 0.33
H 0.327 -1.369 -0.790 0.35
```

Values from the calculation:
E_tot: -8831.9283 eV
Kohn-Sham gap (alpha / beta): 8.276 / 8.082 eV
Charge: +1
Energy relative to the best compared isomer or geometry (same formula, charge and spin): 613.5 kJ/mol
HOMO (alpha / beta): -16.635 / -16.692 eV

***

No. 4
Computed, not measured: C25H47BrGeMgNSi3 as an isolated structure at a distorted geometry, with the ωB97M-V functional and the def2-TZVPD basis.

Geometry as XYZ:
```
79
Properties=species:S:1:pos:R:3:mulliken_charge:R:1
Mg 0.185 -0.071 0.626 1.03
C 0.197 4.354 3.314 -1.57
C -0.431 3.071 2.760 0.28
C -1.129 2.306 3.882 -1.61
C 0.656 2.271 2.089 0.69
C 1.478 1.394 2.796 -0.31
C 2.568 0.792 2.187 -0.88
C 2.882 1.049 0.856 0.95
C 4.131 0.503 0.239 -1.63
C 2.056 1.916 0.144 -0.92
C 0.958 2.508 0.748 -0.87
H -0.568 4.996 3.743 0.44
H 0.711 4.903 2.531 0.39
H 0.915 4.113 4.092 0.38
H -1.180 3.342 2.004 0.42
H -0.474 2.204 4.744 0.44
H -1.437 1.311 3.548 0.26
H -2.007 2.854 4.210 0.43
H 1.310 1.235 3.852 0.40
H 3.232 0.179 2.780 0.50
H 3.965 0.166 -0.782 0.32
H 4.537 -0.310 0.835 0.40
H 4.885 1.288 0.206 0.41
H 2.318 2.186 -0.872 0.67
H 0.380 3.240 0.197 0.45
C -5.665 0.462 0.748 -1.46
C -4.389 0.612 -0.004 0.43
C -4.376 0.847 -1.379 -0.62
C -3.171 0.952 -2.051 -0.84
C -2.011 0.820 -1.309 0.22
Br -0.310 0.928 -2.150 0.05
N -1.990 0.609 -0.004 0.11
C -3.155 0.513 0.631 -0.51
H -6.509 0.395 0.066 0.41
H -5.822 1.318 1.403 0.37
H -5.645 -0.429 1.373 0.31
H -5.303 0.948 -1.921 0.45
H -3.137 1.129 -3.113 0.55
H -3.096 0.336 1.698 0.53
C -2.657 -2.736 2.488 -0.66
Si -2.146 -3.531 0.822 0.64
C -2.115 -5.431 0.973 -1.08
C -3.313 -2.990 -0.601 -0.96
Ge 0.012 -2.545 0.088 -0.19
Si 1.692 -3.886 1.844 0.24
C 3.281 -3.149 1.095 -0.60
C 1.098 -3.051 3.453 -0.77
C 1.575 -5.779 1.792 -0.92
Si 0.708 -3.216 -2.234 0.30
C 2.318 -2.298 -2.692 -0.88
C -0.730 -2.718 -3.384 -0.89
C 0.914 -5.111 -2.182 -1.02
H -3.737 -2.692 2.583 0.44
H -2.270 -1.725 2.601 -0.17
H -2.295 -3.322 3.326 0.37
H -3.128 -5.822 1.010 0.39
H -1.617 -5.755 1.880 0.29
H -1.618 -5.900 0.131 0.26
H -4.334 -2.869 -0.254 0.42
H -3.325 -3.746 -1.380 0.43
H -2.999 -2.050 -1.053 0.08
H 3.104 -2.160 0.675 -0.27
H 3.668 -3.789 0.308 0.43
H 4.060 -3.063 1.848 0.51
H 0.672 -2.064 3.268 0.04
H 1.922 -2.931 4.151 0.43
H 0.348 -3.657 3.952 0.32
H 1.666 -6.166 0.782 0.27
H 0.642 -6.144 2.209 0.31
H 2.381 -6.214 2.379 0.42
H 2.241 -1.228 -2.508 0.11
H 2.535 -2.425 -3.748 0.49
H 3.175 -2.678 -2.145 0.31
H -0.878 -1.643 -3.412 0.19
H -1.664 -3.181 -3.084 0.26
H -0.522 -3.036 -4.401 0.46
H 1.783 -5.407 -1.602 0.25
H 1.044 -5.511 -3.182 0.43
H 0.039 -5.588 -1.752 0.26
```

Values from the calculation:
E_tot: -183803.6340 eV
Kohn-Sham gap (alpha / beta): 8.585 / 5.684 eV
Spin multiplicity: 2
Charge: +2
Energy relative to the best compared isomer or geometry (same formula, charge and spin): 88.8 kJ/mol
HOMO (alpha / beta): -13.844 / -13.731 eV

***

No. 5
Computed, not measured: an isolated ion of composition C5H10N and charge +1 at a distorted geometry, with the ωB97M-V functional and the def2-TZVPD basis.

Geometry as XYZ:
```
16
Properties=species:S:1:pos:R:3:mulliken_charge:R:1
C 0.691 0.762 -0.106 0.51
C -0.590 0.727 -0.305 -0.84
C 1.606 -0.233 0.298 -0.22
C -2.623 -0.557 -0.078 -1.11
C -2.063 0.934 -0.278 -0.32
N 3.092 0.080 0.318 -0.33
H 1.099 1.840 -0.136 0.21
H 1.298 -1.278 0.320 0.40
H -3.566 -0.421 0.420 0.37
H -1.996 -1.198 0.607 0.28
H -2.722 -1.161 -0.963 0.34
H -2.393 1.442 0.573 0.28
H -2.632 1.121 -1.121 0.28
H 3.375 0.520 1.234 0.39
H 3.323 0.704 -0.464 0.37
H 3.608 -0.844 0.141 0.40
```

Values from the calculation:
E_tot: -6825.4384 eV
Kohn-Sham gap (alpha / beta): 7.766 / 10.312 eV
Spin multiplicity: 3
Charge: +1
Energy relative to the best compared isomer or geometry (same formula, charge and spin): 76.6 kJ/mol
HOMO (alpha / beta): -11.528 / -15.181 eV

***

No. 6
Computed, not measured: a 2-piece molecular cluster, C14H15NO7P overall, with the ωB97M-V functional and the def2-TZVPD basis.

Geometry as XYZ:
```
38
Properties=species:S:1:pos:R:3:mulliken_charge:R:1
C -3.608 -2.385 -0.175 -0.96
C -4.190 -1.091 -0.776 -0.55
C -3.180 0.040 -0.849 -0.59
O -2.260 -0.217 -1.909 -0.33
C -0.961 -0.245 -1.553 0.17
C -0.203 -1.342 -1.643 -0.40
C 1.212 -1.290 -1.210 -0.05
O 2.076 -2.035 -1.621 -0.60
C 1.518 -0.274 -0.143 0.28
C 2.538 -0.485 0.777 -0.73
C 2.769 0.444 1.786 0.38
P 4.109 0.115 2.994 0.14
C 3.228 0.579 4.531 -1.07
O 5.002 1.515 2.824 -0.54
C 1.989 1.604 1.842 0.27
C 0.987 1.830 0.913 -1.10
C 0.746 0.878 -0.069 0.72
C -0.362 1.055 -1.067 0.23
O -0.737 2.136 -1.437 -0.54
H -4.263 -2.797 0.593 0.32
H -2.630 -2.206 0.277 0.25
H -3.468 -3.146 -0.943 0.25
H -5.005 -0.733 -0.142 0.41
H -4.547 -1.277 -1.788 0.29
H -2.661 0.123 0.116 0.38
H -3.667 0.999 -1.039 0.38
H -0.596 -2.268 -2.043 0.47
H 3.138 -1.384 0.699 0.41
H 2.249 0.096 4.512 0.36
H 3.081 1.655 4.627 0.28
H 3.784 0.200 5.389 0.34
H 5.101 1.721 1.888 0.32
H 2.175 2.336 2.619 0.30
H 0.385 2.730 0.942 0.47
N -0.939 0.783 -4.734 1.05
O -1.679 1.785 -4.755 -0.67
O 0.306 0.919 -4.691 -0.68
O -1.436 -0.366 -4.742 -0.66
```

Values from the calculation:
E_tot: -39870.3322 eV
Kohn-Sham gap: 5.711 eV
Charge: -1
Energy relative to the best compared isomer or geometry (same formula, charge and spin): 0.0 kJ/mol
HOMO: -4.093 eV

***

No. 7
Computed, not measured: C5H14AlNO2 as an isolated structure at a distorted geometry, with the ωB97M-V functional and the def2-TZVPD basis.

Geometry as XYZ:
```
23
Properties=species:S:1:pos:R:3:mulliken_charge:R:1
Al -0.425 1.721 -1.771 1.11
C -4.089 0.991 -0.170 -0.39
O -2.960 0.699 -0.747 -0.15
H -4.229 0.660 0.862 0.29
H -4.333 2.081 -0.252 0.35
H -4.863 0.460 -0.809 0.36
C 2.725 -1.867 -0.505 -1.37
C 1.545 -0.903 -0.640 0.26
C 0.947 -0.451 0.654 -0.83
O 0.052 0.649 0.362 -0.22
C -0.767 0.935 1.518 -0.79
N 2.023 0.353 -1.326 -0.53
H 3.703 -1.385 -0.496 0.43
H 2.754 -2.592 -1.318 0.37
H 2.590 -2.455 0.406 0.36
H 0.831 -1.341 -1.338 0.21
H 1.694 -0.095 1.374 0.48
H 0.450 -1.294 1.143 0.49
H -1.526 0.147 1.562 0.34
H -1.358 1.847 1.472 0.27
H -0.103 0.887 2.378 0.35
H 2.455 0.865 -0.549 0.32
H 2.884 0.086 -1.811 0.29
```

Values from the calculation:
E_tot: -17570.6462 eV
Kohn-Sham gap: 4.129 eV
Charge: +2
Energy relative to the best compared isomer or geometry (same formula, charge and spin): 63.8 kJ/mol
HOMO: -17.582 eV

***

No. 8
Computed, not measured: C38H40N3O2P3ReS2 as an isolated structure at a distorted geometry, with the ωB97M-V functional and the def2-TZVPD basis.

Geometry as XYZ:
```
89
Properties=species:S:1:pos:R:3:mulliken_charge:R:1
Re -0.024 -0.143 0.335 1.05
C 2.315 -2.802 0.225 -0.86
P 0.962 -2.197 1.279 1.53
C -0.032 -3.673 1.593 -1.44
C 1.783 -1.798 2.845 0.59
C 2.034 -2.740 3.838 -0.93
C 2.749 -2.376 4.971 -0.76
C 3.227 -1.080 5.109 -0.86
C 2.978 -0.138 4.122 -0.81
C 2.243 -0.487 2.992 0.36
P 1.810 0.717 1.706 1.13
C 3.342 1.146 0.840 -1.24
C 1.382 2.242 2.576 -1.23
H 2.773 -3.682 0.681 0.48
H 3.072 -2.026 0.123 0.33
H 1.937 -3.058 -0.767 -0.04
H 0.631 -4.489 1.879 0.60
H -0.557 -3.950 0.680 0.14
H -0.755 -3.490 2.386 0.43
H 1.678 -3.758 3.742 0.35
H 2.934 -3.108 5.747 0.43
H 3.789 -0.800 5.991 0.43
H 3.350 0.872 4.251 0.36
H 4.100 1.417 1.575 0.47
H 3.144 1.998 0.187 0.30
H 3.706 0.314 0.239 0.29
H 2.249 2.598 3.132 0.55
H 0.556 2.061 3.262 0.40
H 1.097 2.995 1.841 0.13
O 1.395 3.932 -0.763 -0.36
C 0.235 4.649 -0.667 0.95
C 0.248 6.021 -0.903 -0.97
C -0.911 6.764 -0.803 -0.59
C -2.110 6.150 -0.454 -0.84
C -2.125 4.794 -0.216 -0.71
C -0.963 4.013 -0.321 0.41
C -1.077 2.570 -0.059 0.84
O 0.023 1.818 -0.125 -0.77
N -2.230 2.050 0.217 -0.89
N -2.037 0.696 0.434 0.18
C -3.049 -0.094 0.483 0.46
S -2.544 -1.788 0.486 -0.09
C -4.798 -1.401 -1.702 -0.11
C -5.432 -1.077 -0.331 -1.06
S -4.694 0.402 0.451 -0.03
H 2.087 4.531 -1.069 0.31
H 1.184 6.503 -1.166 0.39
H -0.877 7.830 -0.989 0.42
H -3.019 6.729 -0.368 0.43
H -3.046 4.297 0.057 0.52
H -5.501 -1.171 -2.503 0.81
H -3.966 -0.721 -1.861 -0.24
H -5.383 -1.915 0.362 0.57
H -6.482 -0.797 -0.412 0.42
N -1.252 -1.670 -0.611 -0.32
P -1.555 -1.985 -2.227 1.50
C -2.955 -3.063 -2.519 -0.06
C -4.321 -2.877 -1.857 0.99
C -5.390 -3.709 -2.496 -1.12
C -5.159 -4.620 -3.464 -0.74
C -3.849 -4.811 -3.966 -1.02
C -2.789 -4.017 -3.497 -0.64
C -1.816 -0.514 -3.235 0.33
C -2.697 -0.592 -4.317 -0.64
C -2.873 0.502 -5.151 -0.80
C -2.174 1.678 -4.915 -0.81
C -1.282 1.757 -3.855 -0.72
C -1.099 0.663 -3.024 -0.29
C -0.063 -2.788 -2.806 0.50
C 0.272 -4.043 -2.282 -0.52
C 1.422 -4.688 -2.701 -0.87
C 2.259 -4.074 -3.631 -0.60
C 1.940 -2.826 -4.142 -0.79
C 0.775 -2.182 -3.739 -0.75
H -4.230 -3.269 -0.836 0.36
H -6.396 -3.567 -2.112 0.47
H -5.976 -5.204 -3.867 0.43
H -3.663 -5.541 -4.742 0.45
H -1.824 -4.148 -3.965 0.43
H -3.254 -1.502 -4.502 0.47
H -3.562 0.437 -5.984 0.47
H -2.321 2.532 -5.562 0.44
H -0.727 2.670 -3.674 0.54
H -0.377 0.733 -2.227 0.71
H -0.381 -4.526 -1.563 0.51
H 1.665 -5.668 -2.312 0.46
H 3.157 -4.580 -3.962 0.44
H 2.587 -2.355 -4.870 0.47
H 0.521 -1.219 -4.164 0.44
```

Values from the calculation:
E_tot: -100273.5976 eV
Kohn-Sham gap (alpha / beta): 6.060 / 6.705 eV
Spin multiplicity: 4
Charge: +2
Energy relative to the best compared isomer or geometry (same formula, charge and spin): 0.0 kJ/mol
HOMO (alpha / beta): -12.188 / -12.892 eV